Record 1
C2H2FNO2 | ωB97M-V with the def2-TZVPD basis set

Positions of all 8 atoms, in Å:
1 C 0.25618 0.08387 -0.18107
2 C 1.71088 0.52268 0.04874
3 N 2.71626 -0.51440 0.00008
4 O 2.27649 -1.62111 0.11455
5 O 3.86329 -0.17009 -0.15441
6 F 2.03668 1.83416 0.09076
7 H -0.23742 1.08309 -0.21376
8 H -0.06874 -0.96138 -0.26969

**LUMO energy (spin up / spin down)**: 0.681 / -3.059 eV
**Spin multiplicity**: 3
**HOMO energy (spin up / spin down)**: -0.30077 / -0.41361 hartree
**Kohn-Sham gap (spin up / spin down)**: 8.86 / 8.20 eV
**Electronic energy**: -10401.4242 eV

***

Record 2
C2H2FO2P | ωB97M-V with the def2-TZVPD basis set

Positions of all 8 atoms, in Å:
1 O -1.61392 -0.05217 0.35977
2 C -2.81608 0.22340 0.23576
3 O -3.95973 0.47802 0.12375
4 C 2.93521 0.82124 0.03258
5 P 1.42566 0.74818 -0.20259
6 H 3.90303 1.17785 -0.07471
7 F 0.23562 -2.09533 -0.13476
8 H -0.10979 -1.30119 -0.33979

**LUMO energy**: 0.234 eV
**SMILES**: O=C=O.C#P.F
**HOMO energy**: -0.37725 hartree
**Kohn-Sham gap**: 10.50 eV
**Electronic energy**: -18205.8726 eV

***

Record 3
C2H2FO2Pr | ωB97M-V with the def2-TZVPD basis set

Positions of all 8 atoms, in Å:
1 Pr 1.03385 1.30807 -1.48689
2 F -0.96431 1.33588 -2.46590
3 O 0.00637 1.23973 0.61120
4 C -0.46104 0.07953 0.90985
5 C 0.25659 -1.04252 0.38547
6 O 1.08830 -0.83601 -0.57067
7 H -1.11486 -0.04557 1.78302
8 H 0.15509 -2.03911 0.83393

**LUMO energy (spin up / spin down)**: -6.226 / -5.696 eV
**Spin multiplicity**: 4
**HOMO energy (spin up / spin down)**: -0.47330 / -0.56237 hartree
**Kohn-Sham gap (spin up / spin down)**: 6.65 / 9.61 eV
**Electronic energy**: -22981.5595 eV
**Net charge**: +1

***

Record 4
C2H2FO2V | ωB97M-V with the def2-TZVPD basis set

Positions of all 8 atoms, in Å:
1 H -0.99414 -0.56496 1.47052
2 O 0.06849 1.19513 -0.59982
3 C -0.77396 0.42787 -0.16060
4 C -0.41318 -0.86585 0.51755
5 O 0.93054 -1.00293 0.60887
6 F -2.02699 0.57906 -0.52247
7 H -0.95770 -1.68642 0.00804
8 V 1.82664 0.33530 -0.25564

**LUMO energy (spin up / spin down)**: -5.485 / -5.683 eV
**Spin multiplicity**: 4
**HOMO energy (spin up / spin down)**: -0.53237 / -0.58256 hartree
**Kohn-Sham gap (spin up / spin down)**: 9.00 / 10.17 eV
**Electronic energy**: -34597.8483 eV
**Net charge**: +1

***

Record 5
C2H2FO3S | ωB97M-V with the def2-TZVPD basis set

Positions of all 9 atoms, in Å:
1 C -1.08686 0.98819 0.21828
2 C -0.56672 -0.25772 0.16304
3 F -1.24274 -1.39208 0.41337
4 S 1.13857 -0.56328 -0.32625
5 O 1.18638 -1.99816 -0.67603
6 O 1.66569 -0.26459 1.01295
7 O 1.50076 0.39247 -1.35056
8 H -0.62887 1.77451 -0.25571
9 H -1.96621 1.32067 0.80091

**LUMO energy**: 4.145 eV
**SMILES**: C=C(F)S(=O)(=O)[O-]
**HOMO energy**: -0.18975 hartree
**Kohn-Sham gap**: 9.31 eV
**Electronic energy**: -21802.1732 eV
**Net charge**: -1

***

Record 6
C2H2FO4 | ωB97M-V with the def2-TZVPD basis set

Positions of all 9 atoms, in Å:
1 C 0.29380 -0.33753 0.13208
2 C -2.57992 -0.74996 -0.91468
3 O 0.11887 0.86901 0.31087
4 O 0.51665 -1.12067 1.29014
5 O -2.86594 0.25538 -0.49591
6 O 0.38828 -0.92284 -0.92553
7 F -0.88695 2.07069 -1.41563
8 H 0.92049 -1.84964 0.85560
9 H -0.25083 1.44730 -0.77933

**LUMO energy (spin up / spin down)**: 3.945 / -0.255 eV
**Spin multiplicity**: 3
**HOMO energy (spin up / spin down)**: -0.08604 / -0.21536 hartree
**Kohn-Sham gap (spin up / spin down)**: 6.29 / 5.61 eV
**Electronic energy**: -13010.0740 eV
**Net charge**: -1

***

Record 7
C2H2FOP | ωB97M-V with the def2-TZVPD basis set

Positions of all 7 atoms, in Å:
1 C -0.69649 0.19019 0.00991
2 C -0.15679 -0.61308 -1.00124
3 O 0.34051 -0.16496 -2.02504
4 F -0.45574 -1.95692 -0.99973
5 P -1.12171 1.10495 1.29263
6 H 1.93799 -0.34338 1.02787
7 H 0.15224 1.78321 1.69559

**LUMO energy (spin up / spin down)**: -1.216 / -2.285 eV
**HOMO energy (spin up / spin down)**: -0.35607 / -0.38792 hartree
**Kohn-Sham gap (spin up / spin down)**: 8.47 / 8.27 eV
**Electronic energy**: -16153.9218 eV

***

Record 8
C2H2FOS | ωB97M-V with the def2-TZVPD basis set

Positions of all 7 atoms, in Å:
1 C 0.51056 1.50353 -0.08573
2 C -0.26314 -0.98625 0.04150
3 O 1.46717 1.56135 0.62454
4 F -0.04386 -1.59795 1.23311
5 S -0.58573 2.21477 -1.04915
6 H 0.34421 -1.47940 -0.70931
7 H -1.42920 -1.21606 -0.05495

**LUMO energy (spin up / spin down)**: 3.648 / 3.648 eV
**HOMO energy (spin up / spin down)**: -0.07574 / -0.07577 hartree
**Kohn-Sham gap (spin up / spin down)**: 5.71 / 5.71 eV
**Electronic energy**: -17705.2973 eV
**Net charge**: -1

***

Record 9
C2H2HoO2 | ωB97M-V with the def2-TZVPD basis set

Positions of all 7 atoms, in Å:
1 H 0.20558 0.92916 -1.32907
2 O 0.81288 -0.10036 1.16018
3 C 0.72934 -0.07007 -0.20320
4 C -0.53830 -0.00166 -0.82173
5 O -1.59578 0.16235 -0.02953
6 H 1.50890 -0.59926 -0.77521
7 Ho -1.12262 -0.32016 1.99856

**LUMO energy (spin up / spin down)**: -5.120 / -5.966 eV
**Spin multiplicity**: 5
**HOMO energy (spin up / spin down)**: -0.50274 / -0.46564 hartree
**Kohn-Sham gap (spin up / spin down)**: 8.56 / 6.70 eV
**Electronic energy**: -31988.3947 eV
**Net charge**: +1

***

Record 10
C2H2I2P | ωB97M-V with the def2-TZVPD basis set

Positions of all 7 atoms, in Å:
1 C 2.04899 -0.54283 0.24307
2 C 3.07011 -0.01855 -0.08105
3 P -2.81970 0.34379 0.61994
4 I -3.60728 -1.56194 -0.52145
5 I -3.77775 2.24209 -0.59846
6 H 1.19854 -1.15427 0.67360
7 H 3.88709 0.69170 -0.33565

**LUMO energy**: -8.175 eV
**HOMO energy**: -0.48286 hartree
**Kohn-Sham gap**: 4.96 eV
**Electronic energy**: -27585.7668 eV
**Net charge**: +1